2 unconnected molecules or ions with the total composition C10H16O in a non-equilibrium geometry, computed with wB97M-V/def2-TZVPD.

Results
Structure (SMILES): Cc1ccc(O)cc1.CCC
E_tot: -465.81814 hartree
Total charge: 0
E_HOMO: -0.3231 Eh
Orbital gap: 9.69 eV
Energy above the lowest of the compared OMol25 structures with the same formula, charge and spin: 2.1677 eV

XYZ file:
```
27
Properties=species:S:1:pos:R:3:forces:R:3
C -0.782 -1.750 -0.949 -1.4 1.4 0.7
C 0.300 -1.773 -2.055 -0.7 -0.7 1.0
C -1.213 -2.812 0.075 2.6 -2.0 -0.8
H -0.463 -0.944 -0.284 -0.3 -0.1 -0.5
H -1.805 -1.498 -1.312 0.9 0.6 -0.5
H 0.315 -2.782 -2.486 0.8 0.4 -0.1
H -0.336 -3.361 0.484 -0.2 0.5 0.1
H -1.699 -2.335 0.905 -0.5 0.1 0.2
H 1.214 -1.368 -1.603 0.3 -1.0 -0.1
H 0.119 -1.038 -2.829 -0.6 0.0 -0.2
H -1.772 -3.644 -0.357 -0.5 0.3 0.0
C 1.779 0.605 2.582 -1.6 -0.4 -1.4
C 0.720 2.341 -0.730 0.8 0.8 1.1
C 1.529 1.996 0.360 -0.4 0.2 -0.3
C -0.594 1.985 -0.726 -0.9 -0.8 -0.9
C 1.016 1.206 1.375 -0.3 -0.6 1.2
C -1.138 1.088 0.208 1.5 1.8 0.0
C -0.340 0.816 1.329 -0.8 -0.1 -1.7
O -1.372 2.391 -1.809 0.0 -0.9 -0.2
H 1.102 3.023 -1.481 -0.1 -0.2 -0.1
H 2.498 2.474 0.394 0.3 -0.5 0.2
H -1.713 3.261 -1.653 -0.2 0.7 0.2
H -2.093 0.676 -0.070 -0.3 0.0 0.7
H 1.426 -0.444 2.561 0.8 0.2 0.2
H 1.303 0.996 3.461 0.4 0.5 0.7
H -0.854 0.208 2.059 0.6 -0.3 0.5
H 2.855 0.685 2.549 0.1 0.1 0.1
```
Forces are in eV/Å.

2 unconnected molecules or ions with the total composition C10H16O in a non-equilibrium geometry, computed with wB97M-V/def2-TZVPD.

Results
Structure (SMILES): CCc1ccc(O)cc1.CC
E_tot: -465.82856 hartree
Total charge: 0
E_HOMO: -0.2990 Eh
Orbital gap: 8.94 eV
Energy above the lowest of the compared OMol25 structures with the same formula, charge and spin: 1.8842 eV

XYZ file:
```
27
Properties=species:S:1:pos:R:3:forces:R:3
C 1.558 -2.361 0.860 2.2 -0.3 -0.5
C 2.379 -1.808 2.114 -0.8 -0.4 -1.8
C 0.516 -1.471 0.270 -1.6 -1.8 2.2
C 0.033 -1.565 -1.019 1.5 1.8 -0.8
C -0.358 -0.984 1.271 0.1 0.7 -1.8
C -0.992 -0.719 -1.406 -2.7 0.4 0.3
C -1.496 -0.307 0.907 -1.3 0.7 -0.4
C -1.895 -0.151 -0.459 3.4 -1.7 0.8
O -3.038 0.465 -0.703 -1.5 1.1 0.0
H 2.324 -2.549 0.055 -0.6 -0.1 0.7
H 1.132 -3.343 1.109 0.0 0.3 -0.1
H 3.326 -1.564 1.663 0.7 0.1 0.5
H 0.606 -2.014 -1.836 0.0 -0.1 0.5
H -0.132 -1.192 2.298 0.1 0.3 0.3
H -1.244 -0.586 -2.451 0.0 -0.2 -0.2
H -2.129 0.139 1.677 0.0 -0.2 -0.2
H -3.300 0.648 -1.615 0.7 -0.4 0.1
H 2.466 -2.583 2.858 0.2 -0.1 0.2
H 2.000 -0.903 2.570 -0.3 0.1 0.0
C -0.779 2.897 -1.620 2.5 -0.2 1.2
C 0.272 2.813 -0.428 -0.4 -0.2 -1.0
H -0.247 3.247 -2.491 0.2 0.1 -0.4
H -1.079 1.885 -1.840 -0.9 0.1 0.0
H -1.479 3.668 -1.372 -1.0 -0.2 0.0
H 1.013 1.998 -0.591 -0.3 0.8 -0.2
H 0.746 3.801 -0.333 0.1 -0.5 0.2
H -0.202 2.540 0.512 -0.2 0.2 0.0
```
Forces are in eV/Å.